The following is a DFT calculation (ωB97M-V/def2-TZVPD) of 7 unconnected molecules or ions with the total composition H13O7.

Structure (ORCA input):
```
! wB97M-V def2-TZVPD RIJCOSX def2/J DEFGRID3
* xyz -1 1
O 0.34 -0.13 0.19
H 0.44 0.38 1.00
O -1.57 -1.36 3.78
H -0.94 -0.64 3.84
H -1.97 -1.13 2.91
O -2.02 -0.48 1.22
H -2.22 0.44 1.19
H -1.29 -0.50 0.51
O 1.15 2.16 -1.04
H 0.62 1.51 -0.51
H 2.00 1.71 -1.03
O 2.56 -1.36 0.32
H 1.72 -0.76 0.24
H 2.49 -1.58 1.26
O 1.00 -1.48 -2.90
H 1.88 -1.66 -2.56
H 0.47 -1.31 -2.11
O -1.66 2.61 -1.82
H -0.93 2.02 -2.01
H -2.18 2.24 -1.11
*
```

Total energy (Eh): -534.5368

---

The following is a DFT calculation (ωB97M-V/def2-TZVPD) of a molecular structure, H14LiO7.

Structure (ORCA input):
```
! wB97M-V def2-TZVPD RIJCOSX def2/J DEFGRID3
* xyz 1 1
Li 3.51 10.41 11.92
O 2.50 9.16 12.35
H 1.84 8.75 11.79
H 2.06 9.33 13.18
O 3.59 9.96 9.97
H 4.04 10.80 10.09
H 4.29 9.32 9.89
O 4.23 7.90 12.95
H 3.60 8.40 12.44
H 4.56 7.24 12.35
O 2.01 11.21 11.75
H 1.79 12.11 11.97
H 1.32 10.93 11.15
O 4.14 11.70 10.99
H 4.94 12.17 10.77
H 3.44 12.27 10.67
O 5.06 9.79 12.13
H 5.87 9.70 11.62
H 4.98 8.97 12.61
O 3.62 11.15 13.28
H 3.80 11.92 13.82
H 3.73 10.41 13.87
*
```

Total energy (Eh): -542.2543

---

The following is a DFT calculation (ωB97M-V/def2-TZVPD) of 6 unconnected molecules or ions with the total composition H14NO5.

Structure (ORCA input):
```
! wB97M-V def2-TZVPD RIJCOSX def2/J DEFGRID3
* xyz 1 1
N 0.19 1.09 -1.18
H -0.19 0.29 -0.64
H 1.05 0.86 -1.67
H -0.42 1.61 -1.82
H 0.43 1.79 -0.45
H 1.62 -4.18 1.30
H 1.90 -5.10 0.18
O 1.95 -4.16 0.40
H 0.29 2.65 1.88
H -1.14 2.06 1.51
O -0.36 2.48 1.21
H 0.77 -1.03 3.28
H -0.62 -0.48 3.36
O 0.13 -0.51 2.75
H -0.47 -1.58 0.42
H 0.75 -2.11 -0.31
O -0.02 -1.53 -0.44
H -1.71 3.33 -3.50
H -2.34 1.92 -3.36
O -1.81 2.60 -2.94
*
```

Total energy (Eh): -439.1314

---

The following is a DFT calculation (ωB97M-V/def2-TZVPD) of 7 unconnected molecules or ions with the total composition H14O7.

Structure (ORCA input):
```
! wB97M-V def2-TZVPD RIJCOSX def2/J DEFGRID3
* xyz 0 1
O 0.69 -0.44 -0.80
H -0.11 -0.42 -1.39
H 1.12 0.39 -1.09
O 1.56 2.08 -0.86
H 1.94 2.89 -1.18
H 1.48 2.14 0.11
O 1.57 1.14 1.84
H 1.71 0.18 1.98
H 1.02 1.36 2.59
O 1.01 -1.71 1.54
H 1.03 -2.67 1.50
H 1.02 -1.32 0.65
O -2.03 -2.08 0.10
H -1.19 -2.53 0.02
H -1.86 -1.13 0.22
O -1.70 -0.07 -2.29
H -2.55 -0.35 -2.64
H -1.97 0.32 -1.44
O -1.24 0.60 0.32
H -0.33 0.22 -0.01
H -1.15 1.40 0.84
*
```

Total energy (Eh): -535.0781

---

The following is a DFT calculation (ωB97M-V/def2-TZVPD) of 7 unconnected molecules or ions with the total composition H14O7.

Structure (ORCA input):
```
! wB97M-V def2-TZVPD RIJCOSX def2/J DEFGRID3
* xyz 0 1
O -3.53 -0.56 -1.33
H -3.45 0.35 -1.62
H -2.69 -0.76 -0.93
O 0.64 1.15 -2.60
H 0.53 1.83 -3.27
H 1.55 0.88 -2.67
O -0.43 -1.60 2.36
H 0.30 -2.21 2.26
H -1.19 -2.08 2.03
O -0.53 0.07 -0.40
H -0.04 -0.75 -0.45
H -0.38 0.48 -1.25
O 2.74 1.56 -0.19
H 1.98 1.60 -0.78
H 2.75 0.66 0.12
O 2.67 -0.96 1.12
H 2.24 -1.81 1.04
H 3.44 -1.13 1.66
O -2.13 1.47 1.70
H -2.94 0.99 1.88
H -1.54 0.81 1.33
*
```

Total energy (Eh): -535.0584

---

The following is a DFT calculation (ωB97M-V/def2-TZVPD) of 7 unconnected molecules or ions with the total composition H14O7.

Structure (ORCA input):
```
! wB97M-V def2-TZVPD RIJCOSX def2/J DEFGRID3
* xyz 0 1
O 1.06 -0.68 0.29
H 0.23 -0.49 0.63
H 1.51 -1.27 0.92
O -2.52 -1.61 0.66
H -1.98 -0.74 0.56
H -3.23 -1.41 1.21
O -2.98 -0.73 -2.41
H -3.19 -1.71 -2.38
H -3.52 -0.31 -3.11
O 3.41 1.24 1.30
H 2.60 0.90 1.00
H 3.78 1.89 0.61
O 0.47 0.81 -2.72
H 0.63 -0.15 -2.94
H 1.13 0.93 -2.04
O 1.48 -1.34 2.98
H 0.53 -1.02 3.16
H 1.92 -0.77 3.59
O -0.28 2.08 -0.80
H -0.26 1.53 -0.08
H -0.77 2.85 -0.45
*
```

Total energy (Eh): -535.0116

---

The following is a DFT calculation (ωB97M-V/def2-TZVPD) of 7 unconnected molecules or ions with the total composition H14O7.

Structure (ORCA input):
```
! wB97M-V def2-TZVPD RIJCOSX def2/J DEFGRID3
* xyz 0 1
O 2.03 -0.02 1.71
H 2.59 -0.46 1.03
H 1.13 -0.25 1.39
O -0.39 -0.17 0.68
H -0.53 0.74 0.78
H -0.14 -0.13 -0.24
O 0.03 2.34 -0.39
H -0.74 2.86 -0.63
H 0.09 1.75 -1.13
O 0.86 0.14 -1.86
H 1.72 -0.28 -1.63
H 0.52 -0.31 -2.63
O -1.88 -2.10 2.17
H -1.36 -1.55 1.57
H -2.32 -2.74 1.68
O 2.82 -1.10 -0.62
H 2.22 -1.80 -0.32
H 3.62 -1.61 -0.96
O -3.10 1.72 -0.27
H -3.34 0.77 -0.38
H -3.82 2.20 0.06
*
```

Total energy (Eh): -535.0575

---

The following is a DFT calculation (ωB97M-V/def2-TZVPD) of 7 unconnected molecules or ions with the total composition H14O7.

Structure (ORCA input):
```
! wB97M-V def2-TZVPD RIJCOSX def2/J DEFGRID3
* xyz 0 1
O 4.32 0.17 -1.30
H 3.43 -0.09 -1.53
H 4.74 -0.63 -1.00
O 1.44 2.46 2.42
H 1.55 3.22 1.84
H 0.77 2.73 3.05
O 1.16 5.42 -0.35
H 1.46 6.28 -0.04
H 0.29 5.59 -0.72
O 0.44 -0.12 -0.93
H -0.20 -0.63 -0.45
H 0.50 0.71 -0.45
O -1.12 -2.66 3.98
H -0.56 -3.42 3.86
H -1.50 -2.49 3.12
O -2.63 -3.10 -0.09
H -3.59 -3.11 -0.12
H -2.40 -3.95 0.29
O -2.93 -1.86 -4.03
H -2.75 -2.75 -4.33
H -2.41 -1.77 -3.24
*
```

Total energy (Eh): -535.0465

---

The following is a DFT calculation (ωB97M-V/def2-TZVPD) of 7 unconnected molecules or ions with the total composition H14O7.

Structure (ORCA input):
```
! wB97M-V def2-TZVPD RIJCOSX def2/J DEFGRID3
* xyz 0 1
O 0.58 -0.57 0.36
H 0.37 0.36 0.48
H 0.83 -0.63 -0.57
O -1.35 -0.90 -0.35
H -1.97 -0.89 -1.08
H -0.95 -0.02 -0.37
O 4.46 1.28 -0.08
H 5.34 1.38 0.32
H 4.57 0.56 -0.71
O -2.79 -1.14 2.26
H -2.69 -1.90 1.67
H -1.90 -0.82 2.40
O -3.86 -0.38 -1.55
H -4.34 0.43 -1.34
H -3.07 -0.06 -2.02
O 2.80 -3.16 0.01
H 3.68 -2.93 -0.30
H 2.25 -3.11 -0.77
O -0.34 4.08 0.32
H -0.36 4.62 1.12
H -1.25 3.80 0.21
*
```

Total energy (Eh): -534.9808

---

The following is a DFT calculation (ωB97M-V/def2-TZVPD) of a molecular structure, H14O7.

Structure (ORCA input):
```
! wB97M-V def2-TZVPD RIJCOSX def2/J DEFGRID3
* xyz 0 1
O 1.68 0.30 1.62
H 1.98 0.33 0.71
H 2.45 0.53 2.13
O -0.43 0.05 0.58
H -0.07 -0.30 -0.24
H 0.28 0.59 0.94
O 0.59 1.34 3.31
H 1.29 1.64 3.89
H 1.03 0.92 2.58
O -2.31 0.39 0.26
H -2.33 -0.12 -0.55
H -1.49 0.12 0.69
O 0.86 -1.97 -1.53
H 0.53 -2.33 -2.35
H 0.89 -1.02 -1.67
O -1.92 -0.77 -1.75
H -1.16 -0.20 -1.68
H -1.63 -1.48 -2.33
O -0.20 0.33 -1.38
H 0.61 0.79 -1.18
H -0.64 0.88 -2.03
*
```

Total energy (Eh): -534.6802

---

The following is a DFT calculation (ωB97M-V/def2-TZVPD) of 7 unconnected molecules or ions with the total composition H14O7.

Structure (ORCA input):
```
! wB97M-V def2-TZVPD RIJCOSX def2/J DEFGRID3
* xyz 0 1
O -0.63 -1.02 0.04
H 0.30 -1.26 -0.08
H -0.64 -0.06 -0.07
O -2.21 3.02 -0.02
H -2.31 2.40 0.71
H -3.06 2.97 -0.48
O -1.43 0.95 -2.71
H -0.52 1.25 -2.86
H -1.49 0.12 -3.19
O -0.28 0.65 4.49
H -0.65 0.74 3.60
H 0.44 0.02 4.38
O -1.13 -4.01 -0.07
H -1.80 -4.04 -0.77
H -0.68 -4.86 -0.14
O 3.07 1.81 -0.17
H 3.01 2.56 -0.78
H 2.24 1.35 -0.29
O 2.61 -1.15 -1.16
H 2.73 -2.09 -1.00
H 2.40 -1.11 -2.10
*
```

Total energy (Eh): -535.0404

---

The following is a DFT calculation (ωB97M-V/def2-TZVPD) of 7 unconnected molecules or ions with the total composition H14O7.

Structure (ORCA input):
```
! wB97M-V def2-TZVPD RIJCOSX def2/J DEFGRID3
* xyz 0 1
O 14.00 28.91 21.95
H 13.09 28.55 21.68
H 14.19 28.40 22.71
H 13.98 29.91 21.84
O 12.20 27.27 20.80
H 12.55 27.50 19.95
O 10.43 25.55 19.93
H 11.03 26.21 20.23
H 10.32 24.78 20.58
O 10.90 28.44 23.04
H 11.25 27.94 22.22
H 10.11 28.81 22.53
O 12.23 25.39 22.81
H 12.72 24.66 22.42
H 12.09 26.11 22.14
O 14.04 25.22 20.22
H 13.24 25.67 20.28
H 13.66 24.46 20.57
O 10.12 28.82 19.64
H 10.84 28.24 20.07
H 10.38 29.77 19.95
*
```

Total energy (Eh): -534.9475

---

In eV/Å, the max |F| values for the records above are, in order, 1.4 6.8 2.5 2.3 0.8 4.3 3.6 0.4 3.7 12.4 0.3 4.4.
In eV, the frontier orbital gap values for the records above are, in order, 9.33 10.77 11.71 10.91 10.43 10.20 9.80 11.33 10.05 6.65 11.17 8.99.